1.
{"formula": "C4H40N3O13", "method": "ωB97M-V/def2-TZVPD", "elements": ["N", "C", "C", "C", "N", "C", "N", "H", "H", "H", "H", "H", "H", "H", "H", "H", "H", "H", "H", "H", "H", "H", "H", "O", "H", "H", "O", "H", "H", "O", "H", "H", "O", "H", "H", "O", "H", "H", "O", "H", "H", "O", "H", "H", "O", "H", "H", "O", "H", "H", "O", "H", "H", "O", "H", "H", "O", "H", "H", "O"], "xyz": [[1.06929, 0.03765, -0.22825], [0.42756, -0.72632, 0.82873], [0.75452, 0.02430, 2.13914], [-0.10788, 1.22117, 2.45986], [-1.35223, 0.84921, 3.26022], [0.88319, -2.18662, 0.96250], [0.55178, -2.82770, -0.29317], [0.61543, -0.21454, -1.09224], [-3.33147, 1.50763, 0.81231], [2.07961, -0.01066, -0.16290], [-0.65501, -0.75349, 0.67986], [1.79772, 0.30863, 1.99111], [0.74461, -0.63241, 3.02020], [-0.31905, 1.85250, 1.59095], [0.36198, 1.98495, 3.07712], [-2.04709, 1.55120, 2.97283], [-1.00658, 0.75935, 4.23283], [1.96808, -2.20027, 1.19373], [0.51228, -2.67229, 1.86789], [0.31674, -3.80077, -0.15974], [1.15829, -2.75349, -1.08824], [-2.32397, -1.79942, -2.10872], [-1.01830, -1.99264, -1.28469], [-1.98721, -1.88609, -1.21812], [-2.99489, -1.45567, 2.25490], [-1.71213, -2.14941, 1.87693], [-2.16042, -1.75211, 2.63353], [-4.35354, -0.80619, 0.28165], [-2.76896, -0.66956, -0.15262], [-3.48848, -0.43558, 0.45595], [5.16898, -0.74278, 2.35485], [5.36739, -1.38393, 0.93217], [5.02982, -0.63118, 1.41964], [-3.11300, 1.01352, -1.70678], [-2.90160, 2.46211, -2.10454], [-2.76754, 1.84054, -1.38062], [-1.46133, -1.47453, -4.37817], [-0.64861, -0.25313, -3.71411], [-1.50788, -0.72995, -3.78507], [-0.75306, 1.84157, -1.22097], [-0.65521, 3.27649, -0.82320], [-0.22901, 2.63128, -1.38765], [-1.61491, -0.10394, 2.91519], [-3.24550, 3.04158, 0.80775], [-2.96550, 2.26589, 1.29156], [0.72119, 0.10298, -4.89355], [1.40822, 0.80220, -3.89921], [1.05467, -0.10652, -4.00801], [0.55320, 1.92287, 5.64612], [0.85685, 0.43230, 5.72422], [0.14436, 1.05293, 5.58760], [4.12988, 0.75041, 0.01294], [3.84469, 1.11023, -1.51559], [3.55176, 1.18777, -0.60698], [0.83325, 3.43524, -3.59863], [0.78938, 2.28372, -2.53923], [1.07755, 2.54843, -3.42223], [2.83491, -3.32238, -2.41333], [2.62898, -2.83184, -3.83060], [2.25844, -2.76215, -2.94427]], "mulliken_charge": [0.05, 2.31, -1.23, -0.61, 0.07, -1.44, -0.38, -0.06, 0.33, 0.16, -1.24, 0.50, 0.42, 0.08, 0.40, 0.36, 0.49, 0.21, 0.71, 0.21, 0.18, 0.26, 0.34, -0.63, 0.34, 0.33, -0.77, 0.25, 0.36, -0.63, 0.29, 0.30, -0.60, 0.25, 0.24, -0.49, 0.28, 0.40, -0.67, 0.29, 0.29, -0.66, 0.15, 0.27, -0.65, 0.34, 0.29, -0.66, 0.33, 0.32, -0.68, 0.29, 0.30, -0.65, 0.26, 0.53, -0.72, 0.27, 0.28, -0.60], "total_charge": 1}


2.
{"formula": "C4H41N2O15", "method": "ωB97M-V/def2-TZVPD", "elements": ["C", "C", "C", "C", "N", "N", "H", "H", "H", "H", "H", "H", "H", "H", "H", "H", "H", "H", "H", "O", "H", "H", "O", "H", "H", "O", "H", "H", "O", "H", "H", "O", "H", "H", "O", "H", "H", "O", "H", "H", "O", "H", "H", "O", "H", "H", "O", "H", "H", "O", "H", "H", "O", "H", "H", "O", "H", "H", "O", "H", "H", "O"], "xyz": [[3.88388, -0.06829, -1.33150], [3.94248, 1.39165, -1.66613], [2.94526, 2.04239, -0.82578], [3.23717, 2.91156, 0.19774], [2.17547, 3.67476, 0.70017], [1.54960, 1.71958, -1.21776], [3.71254, -0.30008, -0.28657], [4.86666, -0.58309, -1.39917], [3.16747, -0.71308, -1.89626], [4.99532, 1.66019, -1.42258], [3.88571, 1.56251, -2.77629], [4.24027, 3.12799, 0.46401], [1.26363, 3.70055, 0.46194], [2.45244, 4.16099, 1.55024], [1.17163, 2.13895, -2.16874], [1.50837, 0.71582, -1.29894], [0.87830, 1.96890, -0.43819], [-0.60767, -1.82122, -3.78817], [-1.06801, -3.23242, -4.37428], [-1.38604, -2.43705, -3.97014], [-2.10329, -1.99354, -0.68115], [-1.09428, -2.73897, -1.66631], [-1.17718, -2.25495, -0.88433], [-4.85285, -0.73608, -1.14043], [-4.04207, -0.67351, 0.17469], [-4.23356, -0.17009, -0.63015], [-3.39714, 3.02984, 0.09967], [-3.91473, 1.49220, 0.09363], [-3.13394, 2.11429, 0.32246], [-4.85839, -1.87753, 3.96117], [-4.09133, -0.59952, 4.15512], [-4.12056, -1.35702, 3.56081], [1.02802, -1.20525, -3.49379], [0.62273, 0.07541, -4.23485], [0.76621, -0.87302, -4.35076], [2.38264, -2.36145, -0.28228], [0.97941, -2.55968, 0.42398], [1.47543, -2.19700, -0.29016], [-1.84492, 0.01703, 5.89308], [-1.97914, 0.57878, 4.36782], [-2.36760, 0.62131, 5.27660], [-0.44896, 1.65195, -3.19147], [0.23426, 2.92643, -3.96880], [0.32762, 2.13109, -3.51216], [2.66254, 0.98730, 2.62861], [4.16946, 0.65511, 2.36408], [3.26650, 0.46804, 2.12155], [-0.89054, -0.42137, -1.38153], [-1.97064, 0.51040, -1.30720], [-1.06188, 0.49398, -1.52918], [-2.30327, -1.63675, 1.63844], [-3.66122, -2.27418, 2.01142], [-3.08929, -1.93421, 1.23458], [0.00642, 0.86961, 1.34749], [-1.21391, 1.58973, 0.77337], [-0.32426, 1.72991, 1.03000], [-0.17978, -0.76275, 3.41073], [-0.30905, -1.92578, 2.53563], [-0.19088, -0.93794, 2.42331], [-0.28192, -4.61073, 2.41766], [-1.18107, -3.82533, 1.60843], [-0.41809, -3.63636, 2.15665]], "mulliken_charge": [-0.80, -0.69, 0.53, -0.50, -0.37, 0.21, 0.10, 0.45, 0.18, 0.31, 0.24, 0.47, 0.12, 0.22, 0.53, 0.10, 0.07, 0.35, 0.31, -0.69, 0.27, 0.20, -0.43, 0.30, 0.39, -0.68, 0.26, 0.35, -0.64, 0.28, 0.31, -0.60, 0.38, 0.39, -0.71, 0.25, 0.26, -0.49, 0.33, 0.31, -0.64, 0.34, 0.26, -0.67, 0.27, 0.28, -0.56, 0.31, 0.15, -0.41, 0.27, 0.35, -0.63, 0.21, 0.27, -0.61, 0.29, 0.16, -0.40, 0.31, 0.29, -0.70], "total_charge": 1}


3.
{"formula": "C4H41NO15", "method": "ωB97M-V/def2-TZVPD", "elements": ["C", "C", "C", "N", "C", "H", "H", "H", "H", "H", "H", "H", "H", "H", "H", "H", "H", "H", "O", "H", "H", "O", "H", "H", "O", "H", "H", "O", "H", "H", "O", "H", "H", "O", "H", "H", "O", "H", "H", "O", "H", "H", "O", "H", "H", "O", "H", "H", "O", "H", "H", "O", "H", "H", "O", "H", "H", "O", "H", "H", "O"], "xyz": [[-0.70870, -2.15367, 2.05651], [-0.48155, -1.63079, 0.63130], [0.96280, -1.18697, 0.41666], [1.05625, -0.56654, -0.92698], [0.84465, -1.32743, -2.19680], [-0.92394, -1.45333, 2.86942], [-1.53347, -2.86322, 2.11529], [0.18541, -2.72443, 2.33974], [-0.85237, -2.36886, -0.07788], [-1.16763, -0.77809, 0.49153], [1.14915, -0.42034, 1.17214], [1.67803, -2.00852, 0.49580], [0.32292, 0.12404, -0.88975], [1.30700, -2.29989, -2.03710], [-0.21263, -1.39562, -2.44991], [1.43056, -0.69039, -2.85437], [-0.12979, 1.18584, -3.16626], [-0.87454, 2.06656, -2.07723], [-0.01414, 1.66622, -2.33876], [1.22951, 2.06862, -1.10719], [2.38473, 1.82371, -0.16752], [1.57256, 2.33953, -0.23719], [1.11448, 1.92454, 4.88501], [0.07264, 1.21483, 4.04349], [0.38407, 1.29757, 4.95451], [-2.04556, 2.31740, -0.25959], [-2.02538, 3.60901, -1.10275], [-2.17781, 2.66101, -1.19196], [5.48220, -0.70140, -1.69306], [4.35824, -1.37126, -0.81527], [5.16978, -1.51857, -1.30028], [2.61892, -3.91139, 1.10933], [1.33347, -4.74130, 1.30413], [2.06906, -4.59292, 0.70710], [-4.04626, -0.07537, -2.03267], [-4.45726, -1.60689, -2.15854], [-3.92877, -0.97907, -1.66536], [-0.44830, 0.99676, 1.60763], [0.65908, 2.18216, 1.27392], [0.05237, 1.75438, 1.90932], [1.87845, 0.16171, 5.01339], [1.69873, -1.33710, 4.52232], [2.33004, -0.68345, 4.82846], [-3.66428, -0.74114, 1.90884], [-4.68861, 0.10228, 1.37159], [-4.11761, 0.07839, 2.15105], [1.31462, 2.35998, -3.37510], [2.66146, 2.90179, -3.57434], [1.93032, 2.56310, -4.10880], [4.28572, -3.25929, 2.46473], [3.58625, -2.26347, 3.37367], [3.46351, -3.12512, 2.95148], [-3.07068, 1.18816, -3.69864], [-3.34556, 1.94047, -2.43907], [-3.77471, 1.27037, -3.02870], [-3.07358, 1.56406, 2.00695], [-1.79867, 2.45565, 1.91581], [-2.62928, 2.25206, 1.46293], [-1.25376, 1.23720, -5.64527], [-1.92658, -0.08822, -5.44959], [-1.71946, 0.72456, -4.97240]], "mulliken_charge": [-1.34, 0.13, -0.09, 0.24, -1.22, 0.30, 0.39, 0.23, 0.39, -0.03, 0.17, 0.01, 0.10, 0.39, 0.21, 0.43, 0.27, 0.36, -0.76, 0.31, 0.31, -0.73, 0.34, 0.40, -0.75, 0.34, 0.30, -0.69, 0.31, 0.31, -0.64, 0.21, 0.32, -0.63, 0.43, 0.25, -0.64, 0.30, 0.31, -0.60, 0.35, 0.29, -0.64, 0.32, 0.35, -0.71, 0.47, 0.33, -0.66, 0.33, 0.30, -0.62, 0.38, 0.42, -0.77, 0.38, 0.34, -0.74, 0.30, 0.28, -0.63], "total_charge": 0}


Computed orbital gap (eV) in order:
9.200 8.388 8.669
Computed ΔE to the lowest compared entry with this formula, charge and spin (kJ/mol) in order:
3.5 354.3 206.9